No. 1
A molecular structure, C7H7AsAuF6N4S, computed with ωB97M-V with the def2-TZVPD basis set.

```
! wB97M-V def2-TZVPD RIJCOSX def2/J DEFGRID3
* xyz 2 2
Au 0.955 -0.221 -0.084
N 4.091 2.669 -0.002
C 3.050 1.885 -0.019
S 3.204 0.163 -0.084
N 1.834 2.544 0.027
N 0.813 1.738 0.006
C -0.431 2.217 0.035
C -1.498 1.296 0.013
C -2.831 1.697 0.051
C -3.826 0.717 0.039
C -3.449 -0.605 -0.010
C -2.078 -0.959 -0.050
N -1.147 -0.035 -0.041
H 5.038 2.306 -0.034
H 3.973 3.676 0.044
H -0.553 3.295 0.078
H -3.079 2.750 0.091
H -4.870 0.997 0.068
H -4.183 -1.400 -0.019
H -1.764 -1.993 -0.090
F 2.432 -2.358 -0.055
As 0.975 -3.403 0.008
F 0.371 -2.134 -1.200
F 0.453 -2.144 1.205
F -0.606 -4.021 0.044
F 1.604 -4.338 1.248
F 1.521 -4.340 -1.270
*
```

Values from the calculation:
F_max (eV/A): 0.87
E (eV): -104986.453
Energy relative to the best compared isomer or geometry (same formula, charge and spin) (kcal/mol): 0.0
HOMO-LUMO gap (spin up / spin down) (eV): 7.234 / 6.246
⟨S²⟩: 0.7944
Lowest unoccupied orbital energy (spin up / spin down) (eV): -10.445 / -11.680

=====

No. 2
A molecular structure, C7H7AsBr2NaO8S at a distorted geometry, computed with ωB97M-V with the def2-TZVPD basis set.

```
! wB97M-V def2-TZVPD RIJCOSX def2/J DEFGRID3
* xyz -1 1
Na 0.008 -2.533 -0.100
Br 0.811 -5.217 0.667
C 0.965 -4.602 2.424
Br -0.799 -4.774 3.353
H 1.283 -3.558 2.290
H 1.577 -5.223 3.035
O 2.915 0.136 -0.226
As 1.507 0.220 0.904
O 1.415 1.551 1.876
O 1.439 -1.371 1.365
C 0.034 1.106 -0.265
C -0.459 2.269 0.287
C -1.296 3.046 -0.496
C -1.351 2.926 -1.893
C -0.831 1.798 -2.450
C -0.244 0.860 -1.606
S 0.351 -0.685 -2.470
O 0.369 -0.267 -3.851
O 1.686 -1.145 -1.970
O -0.611 -1.699 -2.077
H 2.475 -0.186 -1.092
H -0.221 2.519 1.345
H -1.914 3.773 -0.026
H -1.779 3.726 -2.412
H -1.043 1.511 -3.502
O -3.198 2.682 3.996
O -3.089 3.138 2.894
*
```

Values from the calculation:
F_max (eV/A): 2.48
E (eV): -239925.936
Energy relative to the best compared isomer or geometry (same formula, charge and spin) (kcal/mol): 13.5
HOMO-LUMO gap (spin up / spin down) (eV): 6.759 / 6.769
Lowest unoccupied orbital energy (spin up / spin down) (eV): 1.076 / 1.085

=====

No. 3
A molecular structure, C7H7AsBrN3O2ReS5 at a distorted geometry, computed with ωB97M-V with the def2-TZVPD basis set.

```
! wB97M-V def2-TZVPD RIJCOSX def2/J DEFGRID3
* xyz 3 1
Re 0.459 -1.806 0.420
S 4.462 -1.866 2.719
As 3.650 -3.579 2.370
S 2.133 -3.026 0.120
S -0.396 -2.104 2.206
S 3.405 -5.448 2.734
N -3.043 -3.722 -0.564
C -2.574 -2.498 -0.568
N -3.251 -1.449 -0.178
S -0.961 -2.210 -1.300
H -3.994 -3.928 -0.272
H -2.501 -4.482 -0.957
H -4.217 -1.522 0.131
H -2.818 -0.524 -0.196
Br 3.791 4.309 -1.241
C 2.072 3.864 -0.834
C 1.070 4.887 -0.848
N -0.185 4.570 -0.623
C -0.579 3.336 -0.379
C 0.368 2.271 -0.361
C 1.697 2.548 -0.586
C -0.177 0.939 -0.083
O -1.333 0.634 -0.074
O 0.787 -0.050 0.200
H 1.310 5.913 -1.087
H -1.626 3.172 -0.169
H 2.450 1.770 -0.582
*
```

Values from the calculation:
F_max (eV/A): 2.62
E (eV): -203094.860
Energy relative to the best compared isomer or geometry (same formula, charge and spin) (kcal/mol): 0.0
HOMO-LUMO gap (eV): 2.966
Lowest unoccupied orbital energy (eV): -13.383

=====

No. 4
A molecular structure, C7H7AuN2O2S5, computed with ωB97M-V with the def2-TZVPD basis set.

```
! wB97M-V def2-TZVPD RIJCOSX def2/J DEFGRID3
* xyz 0 3
Au 0.767 -0.264 -0.347
S 2.774 -5.534 -4.883
C 2.337 -4.326 -3.886
S 2.857 -4.219 -2.230
C 2.045 -2.749 -1.807
C 1.321 -2.131 -2.854
S 0.471 -0.689 -2.746
S 1.351 -2.981 -4.371
S 2.203 -2.181 -0.224
C -1.703 1.370 3.003
C -0.829 1.135 1.808
N -0.018 0.144 1.739
O -0.078 -0.716 2.837
C -0.888 2.020 0.657
C -1.567 3.352 0.673
N -0.336 1.575 -0.442
O -0.357 2.196 -1.524
H -2.103 0.429 3.371
H -2.520 2.043 2.757
H -1.117 1.811 3.813
H 0.600 -1.378 2.664
H -1.543 3.797 1.667
H -2.610 3.285 0.352
H -1.058 4.012 -0.028
*
```

Values from the calculation:
F_max (eV/A): 0.40
E (eV): -72312.321
Energy relative to the best compared isomer or geometry (same formula, charge and spin) (kcal/mol): 1.7
HOMO-LUMO gap (spin up / spin down) (eV): 7.180 / 5.685
⟨S²⟩: 2.0284
Lowest unoccupied orbital energy (spin up / spin down) (eV): -0.547 / -2.627

=====

No. 5
C7H7BrN2 in the gas phase at a distorted geometry, computed with ωB97M-V with the def2-TZVPD basis set.

```
! wB97M-V def2-TZVPD RIJCOSX def2/J DEFGRID3
* xyz 0 1
C -1.036 -0.982 -2.043
C -0.476 -0.317 -0.943
C 0.724 -1.077 -0.705
C -0.967 0.689 -0.196
C -0.443 1.329 0.967
C 0.279 0.427 2.150
C 1.101 1.300 1.359
N -0.278 -1.872 -2.541
N 0.777 -1.988 -1.690
Br 1.694 2.954 2.141
H -2.024 -0.790 -2.366
H -1.763 1.430 -0.633
H -0.995 2.185 1.183
H 0.144 0.746 3.196
H 0.341 -0.621 2.042
H 1.480 -0.744 0.054
H 1.442 -2.668 -1.976
*
```

Values from the calculation:
F_max (eV/A): 5.36
E (eV): -80389.843
Energy relative to the best compared isomer or geometry (same formula, charge and spin) (kcal/mol): 97.7
HOMO-LUMO gap (spin up / spin down) (eV): 7.315 / 6.037
Lowest unoccupied orbital energy (spin up / spin down) (eV): -0.633 / -0.991

=====

No. 6
2 unconnected molecules or ions with the total composition C7H7ClFN at a distorted geometry, computed with ωB97M-V with the def2-TZVPD basis set.

```
! wB97M-V def2-TZVPD RIJCOSX def2/J DEFGRID3
* xyz 0 1
C 0.559 -1.679 -1.429
C 1.375 -0.592 -1.231
C -0.748 -1.663 -0.951
C 0.957 0.495 -0.552
C -1.197 -0.520 -0.332
C -0.408 0.675 -0.195
C -0.902 1.828 0.364
N -0.112 0.778 2.694
F 0.921 1.719 2.868
Cl 0.496 -0.594 2.075
H 0.963 -2.497 -1.963
H 2.378 -0.587 -1.552
H -1.276 -2.563 -0.762
H 1.605 1.100 0.026
H -2.381 -0.532 -0.303
H -0.306 2.862 0.534
H -1.923 1.771 0.708
*
```

Values from the calculation:
F_max (eV/A): 3.81
E (eV): -24095.980
Energy relative to the best compared isomer or geometry (same formula, charge and spin) (kcal/mol): 150.4
HOMO-LUMO gap (spin up / spin down) (eV): 8.753 / 6.688
Lowest unoccupied orbital energy (spin up / spin down) (eV): -0.778 / -0.847

=====

No. 7
C7H7ClN2 in the gas phase at a distorted geometry, computed with ωB97M-V with the def2-TZVPD basis set.

```
! wB97M-V def2-TZVPD RIJCOSX def2/J DEFGRID3
* xyz 0 1
C -1.494 -0.754 0.519
N -0.131 -0.715 1.077
C 0.806 -0.190 0.381
C 0.779 0.600 -0.935
C 2.194 -0.356 0.921
C 3.385 -0.583 0.075
Cl 4.159 -1.856 -0.625
C 3.407 0.648 0.529
C 3.769 1.921 0.359
N 4.085 3.035 0.283
H -1.834 0.245 0.897
H -1.603 -0.992 -0.498
H -1.955 -1.481 1.011
H 1.111 1.665 -0.561
H 1.427 0.218 -1.595
H -0.283 0.630 -1.220
H 2.111 -0.693 1.864
*
```

Values from the calculation:
F_max (eV/A): 6.34
E (eV): -22870.500
SMILES: C/N=C(\C)[C@H]1C(Cl)=C1C#N
Energy relative to the best compared isomer or geometry (same formula, charge and spin) (kcal/mol): 115.8
HOMO-LUMO gap (eV): 9.211
Lowest unoccupied orbital energy (eV): -0.258

=====

No. 8
2 unconnected molecules or ions with the total composition C7H7ClS at a distorted geometry, computed with ωB97M-V with the def2-TZVPD basis set.

```
! wB97M-V def2-TZVPD RIJCOSX def2/J DEFGRID3
* xyz 0 1
S -0.718 2.628 -2.094
C 0.263 1.318 -1.933
C 0.372 0.623 -0.754
C 1.145 -0.537 -0.571
C 1.100 -1.356 0.541
C 0.229 -0.908 1.560
C -0.462 0.306 1.595
C -0.347 1.069 0.425
H 0.949 1.112 -2.757
H 1.907 -0.773 -1.351
H 1.758 -2.217 0.711
H 0.091 -1.546 2.436
H -1.175 0.722 2.347
H -1.063 1.819 0.207
Cl -2.506 -1.552 -0.135
H -1.541 -0.709 -0.226
*
```

Values from the calculation:
F_max (eV/A): 5.64
E (eV): -30728.899
SMILES: S=Cc1ccccc1.Cl
Energy relative to the best compared isomer or geometry (same formula, charge and spin) (kcal/mol): 3.9
HOMO-LUMO gap (eV): 7.560
Lowest unoccupied orbital energy (eV): -1.254